Record 1
This record from OMol25 describes CH2Cl2N2 in the gas phase in a non-equilibrium geometry. The level of theory is the ωB97M-V functional and the def2-TZVPD basis.

SMILES string   N/C(Cl)=N/Cl
Energy   -29091.396 eV
Total charge   0
HOMO energy   -10.446 eV
HOMO-LUMO gap   0.3937 Ha

Element x y z (Å)
C -1.8340 0.3666 0.3283
N -2.3650 -0.7532 0.1396
N -0.0070 0.2282 0.3329
Cl -2.3769 1.8803 0.0244
Cl -4.0729 -0.9361 -0.0868
H 0.0202 1.0462 -0.2512
H -0.0570 -0.7258 -0.1514

Cartesian forces (eV/Å) of the 2 atoms listed first:
4.31 -2.55 -0.91
-0.20 -0.43 0.74

---

Record 2
This record from OMol25 describes C15H4F20O3 in the gas phase. The level of theory is the ωB97M-V functional and the def2-TZVPD basis.

SMILES string   O=C1OC(=O)C(C(F)(F)C(F)(F)C(F)(F)F)=C1CCC(F)(F)C(F)(F)C(F)(F)C(F)(F)C(F)(F)C(F)(F)F
Energy   -76112.595 eV
Total charge   0
HOMO energy   -11.616 eV
HOMO-LUMO gap   0.3711 Ha

Element x y z (Å)
O 2.0335 -4.4559 0.7879
C 2.2503 -3.3127 1.0170
O 3.1587 -2.8762 1.9356
C 3.2301 -1.4918 1.7936
O 3.5282 -0.7797 2.6839
C 2.6086 -1.1548 0.4862
C 2.7997 0.1094 -0.3203
F 1.8715 1.0623 -0.0921
F 2.6645 -0.2892 -1.6216
C 4.2312 0.7356 -0.2266
F 4.5292 1.2783 -1.4228
F 5.1132 -0.2551 0.0197
C 4.3943 1.8813 0.8431
F 3.4862 1.7938 1.8048
F 4.2794 3.0668 0.2534
F 5.6063 1.7964 1.3921
C 1.7655 -2.1530 0.2081
C 0.6472 -2.3228 -0.7582
C -0.4983 -1.3093 -0.5050
C -0.9077 -0.5683 -1.7560
F 0.0314 0.3050 -2.1981
F -1.0914 -1.4915 -2.7545
C -2.2606 0.1885 -1.6657
F -3.2016 -0.6683 -1.2061
F -2.6179 0.5616 -2.9155
C -2.2219 1.4867 -0.8064
F -1.4574 1.3038 0.2978
F -1.6210 2.4291 -1.5596
C -3.6298 2.0435 -0.3829
F -4.5730 1.6294 -1.2488
F -3.5593 3.3890 -0.4493
C -4.1061 1.7409 1.0733
F -5.3283 2.3153 1.1769
F -3.2822 2.3262 1.9550
C -4.3142 0.2587 1.4842
F -4.8208 0.2433 2.7163
F -3.1603 -0.4121 1.5024
F -5.1668 -0.3410 0.6651
H 0.9774 -2.3170 -1.7904
H 0.2359 -3.3013 -0.5286
H -0.2359 -0.6112 0.2817
H -1.3876 -1.8337 -0.1694

Cartesian forces (eV/Å) of the 2 atoms listed first:
-0.27 -0.25 0.32
0.26 -0.27 -0.42

---

Record 3
This record from OMol25 describes a gas-phase ion, C4H11N2 (charge +1) in a non-equilibrium geometry. The level of theory is the ωB97M-V functional and the def2-TZVPD basis.

SMILES string   N/C=C/CC[NH3+]
Energy   -7298.373 eV
Total charge   +1
HOMO energy   -12.066 eV
HOMO-LUMO gap   0.3178 Ha

Element x y z (Å)
C 1.1949 0.7669 1.0096
C 0.7290 1.1587 -0.5314
C -0.1975 0.0801 -1.0425
C -1.5336 -0.0775 -0.5228
N -2.5318 -0.9916 -0.8474
N 1.3746 -0.7272 0.9523
H 0.2899 0.8808 1.6854
H 2.0600 1.2254 1.3417
H 0.2638 2.1501 -0.2845
H 1.6222 1.2784 -1.1170
H 0.0691 -0.2744 -2.0831
H -1.7631 0.7009 0.2279
H -2.5131 -1.8391 -1.2117
H -3.3927 -0.8634 -0.3781
H 1.4909 -1.2445 1.9017
H 0.5581 -1.2299 0.4866
H 2.2794 -0.9937 0.4131

Cartesian forces (eV/Å) of the 2 atoms listed first:
-3.98 -1.75 -2.08
-0.61 0.25 3.53

---

Record 4
This record from OMol25 describes C6H9N3O4 in the gas phase in a non-equilibrium geometry. The level of theory is the ωB97M-V functional and the def2-TZVPD basis.

SMILES string   C[C@@]1([N+](=O)[O-])C=NCN1CC(=O)O
Energy   -19023.649 eV
Total charge   0
HOMO energy   -9.904 eV
HOMO-LUMO gap   0.3601 Ha

Element x y z (Å)
C 1.8009 1.1013 0.0021
C -2.5419 -0.5256 0.1549
C 0.0725 1.4238 1.3320
C 0.8404 -0.0396 -0.4333
C 0.5892 -0.2329 -1.9610
C -1.1203 -0.8405 0.6580
N 1.4019 1.8003 0.9584
N 1.5922 -1.2735 0.2299
N -0.2891 0.3683 0.3959
O -2.5540 0.5720 -0.6575
O -3.5865 -1.0875 0.3073
O 1.3900 -1.4622 1.3886
O 2.3328 -1.8680 -0.4879
H 2.8230 1.2838 -0.4896
H 0.1928 1.0143 2.4559
H -0.4997 2.2452 1.1824
H -0.4291 -0.5566 -1.9972
H 1.1932 -1.1247 -2.2147
H 0.7417 0.7974 -2.3533
H -0.8502 -1.6357 0.0855
H -1.1832 -1.1549 1.7675
H -1.9165 1.1954 -0.3237

Cartesian forces (eV/Å) of the 2 atoms listed first:
1.74 -0.32 -1.67
-0.93 1.16 -0.65